No. 1
Density functional theory data (the ωB97M-V functional and the def2-TZVPD basis) for 4 unconnected molecules or ions with the total composition CH11NO3.

Structure (ORCA input):
```
! RIJCOSX wB97M-V def2-TZVPD def2/J DEFGRID3
* xyz 1 2
C 0.023 -1.508 -0.462
N -0.113 -1.401 1.018
H 1.047 -1.391 -0.727
H -0.675 -0.752 -0.979
H -0.335 -2.438 -0.818
H -1.035 -1.124 1.384
H 0.620 -2.040 1.414
H 0.330 2.277 -1.494
H 1.373 1.342 -1.041
O 0.596 1.327 -1.615
H -2.543 0.395 -1.879
H -2.296 1.134 -0.581
O -2.560 0.276 -0.903
H 1.915 -0.005 1.737
H 1.656 1.604 1.550
O 2.038 0.879 2.152
*
```

## Properties
ΔE to the lowest compared entry with this formula, charge and spin	0.721	eV
gap between HOMO and LUMO (spin up / spin down)	11.58 / 6.79	eV

---

No. 2
Density functional theory data (the ωB97M-V functional and the def2-TZVPD basis) for 4 unconnected molecules or ions with the total composition CH11NO4.

Structure (ORCA input):
```
! RIJCOSX wB97M-V def2-TZVPD def2/J DEFGRID3
* xyz 0 1
N 2.167 -0.596 -1.169
C 2.150 0.834 -0.879
O 1.879 1.147 0.457
H 2.524 -1.081 -0.345
H 1.209 -0.912 -1.258
H 1.428 1.263 -1.566
H 3.145 1.250 -1.051
H 0.952 0.995 0.688
O -0.348 -0.079 1.793
H -0.246 -1.024 1.915
H -1.268 0.157 1.672
O -1.382 0.177 -1.300
H -1.012 0.976 -1.691
H -2.319 0.389 -1.211
O -3.354 -1.216 0.935
H -2.605 -1.062 0.350
H -3.838 -1.909 0.472
*
```

## Properties
ΔE to the lowest compared entry with this formula, charge and spin	0.727	eV
gap between HOMO and LUMO	9.53	eV
SMILES string	NCO.O.O.O

---

No. 3
Density functional theory data (the ωB97M-V functional and the def2-TZVPD basis) for 5 unconnected molecules or ions with the total composition CH11NO4.

Structure (ORCA input):
```
! RIJCOSX wB97M-V def2-TZVPD def2/J DEFGRID3
* xyz 0 1
C -3.766 2.794 0.672
N -4.062 1.583 0.163
H -3.577 2.965 1.812
H -3.946 3.605 -0.082
H -4.217 1.907 -0.791
O 0.345 -2.651 -0.454
H -0.407 -3.077 -0.960
H 1.099 -2.836 -1.090
O 3.052 -2.593 -1.176
H 3.023 -3.164 -0.416
H 3.918 -2.046 -1.063
O 1.284 -0.617 1.268
H 0.568 -0.318 1.755
H 0.828 -1.045 0.493
O 1.945 1.784 -0.390
H 1.931 2.624 0.039
H 1.983 1.085 0.220
*
```

## Properties
ΔE to the lowest compared entry with this formula, charge and spin	2.120	eV
gap between HOMO and LUMO	11.39	eV
SMILES string	C=N.O.O.O.O

---

No. 4
Density functional theory data (the ωB97M-V functional and the def2-TZVPD basis) for 5 unconnected molecules or ions with the total composition CH11NO5.

Structure (ORCA input):
```
! RIJCOSX wB97M-V def2-TZVPD def2/J DEFGRID3
* xyz 0 1
N 1.146 -0.784 1.049
C 0.737 0.285 1.806
O 1.525 1.079 2.288
H 0.952 -1.032 0.091
H 2.137 -0.894 1.277
H -0.314 0.597 1.871
O -3.525 -3.152 0.635
H -4.175 -2.443 0.505
H -4.004 -3.954 0.354
O 0.306 0.078 -1.836
H 1.087 0.568 -2.160
H -0.396 0.274 -2.448
O -1.663 1.728 -0.056
H -0.911 1.615 -0.646
H -2.417 1.851 -0.628
O 2.932 1.371 -1.002
H 3.885 1.296 -1.030
H 2.697 1.517 -0.072
*
```

## Properties
ΔE to the lowest compared entry with this formula, charge and spin	1.156	eV
gap between HOMO and LUMO	10.04	eV
SMILES string	NC=O.O.O.O.O